Run one
Here is 2 unconnected molecules or ions with the total composition C2H8N2S from OMol25. Energies are from the ωB97M-V functional and the def2-TZVPD basis.

```
! RIJCOSX wB97M-V def2-TZVPD def2/J DEFGRID3
* xyz 0 1
C -1.190 0.314 -1.775
N -1.511 0.408 -0.345
C -0.742 -0.120 0.572
N -0.847 0.044 1.882
H -1.207 1.319 -2.190
H -1.944 -0.308 -2.253
H -0.203 -0.140 -1.864
H -2.374 0.814 -0.003
H 0.172 -0.699 0.250
H -1.655 0.440 2.337
H 0.010 0.067 2.415
S 2.148 -0.398 -0.180
H 2.302 0.672 0.662
*
```

The calculation puts the gap between HOMO and LUMO at 6.8 eV. Its HOMO energy is -6.65 eV.

Run two
Here is 2 unconnected molecules or ions with the total composition C2H8N2S from OMol25. Energies are from the ωB97M-V functional and the def2-TZVPD basis.

```
! RIJCOSX wB97M-V def2-TZVPD def2/J DEFGRID3
* xyz 0 1
H -3.633 0.768 3.692
N -2.647 0.557 3.636
C -2.284 0.655 2.416
N -0.982 0.628 2.036
H -3.044 0.658 1.625
H -0.332 1.116 2.624
H -0.659 0.195 1.194
C 2.746 -0.703 -2.805
S 1.206 -1.656 -2.521
H 3.393 -1.205 -3.514
H 3.413 -0.460 -1.979
H 2.363 0.228 -3.210
H 0.458 -0.780 -3.194
*
```

The calculation puts the gap between HOMO and LUMO at 9.9 eV. Its SMILES is [H]/N=C/N.CS. Its HOMO energy is -9.21 eV.

Relative energies, unit hartree: run one 0.0274; run two 0.0000

Run one
Here is H4NO2PS in the gas phase from OMol25. Energies are from the ωB97M-V functional and the def2-TZVPD basis.

```
! RIJCOSX wB97M-V def2-TZVPD def2/J DEFGRID3
* xyz 0 1
N -0.850 -1.048 0.477
P 0.240 0.097 -0.175
O -0.183 1.391 0.722
O -0.260 0.546 -1.659
S 2.037 -0.547 0.062
H -0.638 -1.973 0.457
H -1.226 -0.658 1.335
H 0.608 1.566 1.220
H 0.273 0.626 -2.439
*
```

The calculation puts the gap between HOMO and LUMO at 9.5 eV. Its SMILES is NP(O)(O)=S. Its HOMO energy is -9.00 eV.

Run two
Here is 2 unconnected molecules or ions with the total composition H4NO2PS from OMol25. Energies are from the ωB97M-V functional and the def2-TZVPD basis.

```
! RIJCOSX wB97M-V def2-TZVPD def2/J DEFGRID3
* xyz 0 1
O 1.806 -4.043 -1.719
S 0.586 -3.431 -1.278
P 0.368 -1.411 -1.981
O 0.842 -1.980 -0.455
H -1.010 -1.379 -1.667
N 0.022 1.012 0.826
H 0.170 0.043 0.563
H 0.690 1.220 1.561
H 0.269 1.585 0.028
*
```

The calculation puts the gap between HOMO and LUMO at 9.4 eV. Its SMILES is O=S1#[PH]O1.N. Its HOMO energy is -9.86 eV.

Run three
Here is H4NO2PS in the gas phase from OMol25. Energies are from the ωB97M-V functional and the def2-TZVPD basis.

```
! RIJCOSX wB97M-V def2-TZVPD def2/J DEFGRID3
* xyz 0 1
N -1.308 0.873 -0.643
S 0.678 0.310 -0.008
O 0.793 0.693 1.371
O 1.602 0.851 -0.957
P 0.525 -1.900 -0.131
H -1.636 1.387 0.167
H -1.103 1.544 -1.372
H -0.725 -1.779 0.469
H 1.174 -1.977 1.106
*
```

The calculation puts the gap between HOMO and LUMO at 9.4 eV. Its SMILES is NS(=O)(=O)P. Its HOMO energy is -10.05 eV.

Relative energies, unit hartree: run one 0.0000; run two 0.1465; run three 0.1829

Run one
Here is a molecular structure, C5H10OS2 from OMol25. Energies are from the ωB97M-V functional and the def2-TZVPD basis.

```
! RIJCOSX wB97M-V def2-TZVPD def2/J DEFGRID3
* xyz 0 1
C -1.043 2.186 -0.142
C -1.000 0.642 -0.514
C 0.273 -1.066 0.477
C -0.669 -2.085 -0.086
C 2.666 0.215 0.395
H -1.756 2.841 -0.815
H -1.373 2.351 0.965
H 0.080 2.576 -0.177
H -0.496 0.222 -1.464
H -2.179 0.349 -0.593
H 0.651 -1.628 1.456
H -1.057 -1.802 -1.025
H -1.620 -2.318 0.447
H -0.169 -3.109 -0.125
H 1.976 0.982 0.980
O -0.411 0.146 0.702
S 1.828 -0.918 -0.426
S 4.300 0.417 -0.057
*
```

The calculation puts the gap between HOMO and LUMO at 8.1 eV. Its HOMO energy is -8.58 eV.

Run two
Here is C5H10OS2 in the gas phase from OMol25. Energies are from the ωB97M-V functional and the def2-TZVPD basis.

```
! RIJCOSX wB97M-V def2-TZVPD def2/J DEFGRID3
* xyz 0 1
C -2.270 1.401 0.787
S -1.512 0.603 -0.657
C 0.253 0.766 -0.206
C 0.695 -0.176 0.922
C 0.780 -1.644 0.511
S 1.905 -1.859 -0.884
C 1.198 -0.593 -1.958
O 1.118 0.679 -1.342
H -2.065 0.817 1.686
H -1.860 2.395 0.906
H -3.357 1.461 0.627
H 0.384 1.782 0.158
H 0.034 -0.051 1.782
H 1.682 0.137 1.239
H 1.142 -2.249 1.342
H -0.215 -2.044 0.258
H 0.227 -0.931 -2.346
H 1.860 -0.497 -2.824
*
```

The calculation puts the gap between HOMO and LUMO at 9.4 eV. Its SMILES is CS[C@H]1CCSCO1. Its HOMO energy is -8.67 eV.

Relative energies, unit hartree: run one 0.0928; run two 0.0000

Run one
Here is C5H12N2 in the gas phase from OMol25. Energies are from the ωB97M-V functional and the def2-TZVPD basis.

```
! RIJCOSX wB97M-V def2-TZVPD def2/J DEFGRID3
* xyz 0 1
C 2.220 0.298 -1.577
C 0.995 -0.539 -1.192
C 0.779 -0.530 0.326
C -0.641 -0.989 0.720
N -1.683 -0.313 -0.065
C -2.258 0.685 0.457
N -1.960 1.393 1.610
H 2.522 0.151 -2.612
H 2.024 1.349 -1.380
H 3.055 -0.002 -0.949
H 0.146 -0.138 -1.729
H 1.130 -1.579 -1.483
H 0.929 0.502 0.661
H 1.455 -1.255 0.781
H -0.800 -0.913 1.801
H -0.725 -2.025 0.420
H -3.108 1.113 -0.079
H -1.329 0.946 2.255
H -2.752 1.846 2.035
*
```

The calculation puts the gap between HOMO and LUMO at 10.2 eV. Its SMILES is CCCC/N=C\N. Its HOMO energy is -9.17 eV.

Run two
Here is C5H12N2 in the gas phase from OMol25. Energies are from the ωB97M-V functional and the def2-TZVPD basis.

```
! RIJCOSX wB97M-V def2-TZVPD def2/J DEFGRID3
* xyz 0 1
C 0.521 2.061 0.935
C 1.066 0.633 1.310
C 1.145 -0.293 0.019
C -0.248 -0.474 -0.461
N -0.644 0.353 -1.577
C -0.769 -1.580 0.031
N -1.574 -2.314 -1.024
H 0.324 2.744 1.824
H 1.252 2.715 0.301
H -0.420 2.201 0.468
H 2.066 0.898 1.642
H 0.315 0.255 2.042
H 1.683 -1.171 0.360
H 1.767 0.085 -0.733
H -1.135 1.284 -1.848
H -0.695 -0.212 -2.471
H -0.448 -2.121 0.980
H -1.695 -3.202 -0.573
H -2.511 -1.862 -1.225
*
```

The calculation puts the gap between HOMO and LUMO at 8.9 eV. Its SMILES is CCC/C(N)=C/N. Its HOMO energy is -7.91 eV.

Run three
Here is 2 unconnected molecules or ions with the total composition C5H12N2 from OMol25. Energies are from the ωB97M-V functional and the def2-TZVPD basis.

```
! RIJCOSX wB97M-V def2-TZVPD def2/J DEFGRID3
* xyz 0 1
C 0.071 -1.204 -1.519
C 1.083 -1.400 -0.428
C 0.811 -1.884 0.772
N 1.771 -2.231 1.741
H -0.943 -1.203 -1.130
H 0.217 -0.245 -2.014
H 0.227 -1.962 -2.292
H 2.123 -1.216 -0.699
H -0.208 -2.086 1.085
H 1.445 -2.112 2.690
H 2.649 -1.739 1.643
C -0.619 3.194 -0.169
C -0.756 1.905 0.107
N -1.935 1.167 -0.024
H -1.452 3.808 -0.479
H 0.366 3.638 -0.134
H 0.086 1.283 0.390
H -2.748 1.696 -0.308
H -2.187 0.591 0.767
*
```

The calculation puts the gap between HOMO and LUMO at 9.1 eV. Its SMILES is C/C=C/N.C=CN. Its HOMO energy is -8.06 eV.

Run four
Here is C5H12N2 in the gas phase from OMol25. Energies are from the ωB97M-V functional and the def2-TZVPD basis.

```
! RIJCOSX wB97M-V def2-TZVPD def2/J DEFGRID3
* xyz 0 1
C -0.122 0.499 -1.940
C 0.847 0.189 -0.803
N 2.191 0.544 -1.208
C 0.376 0.789 0.527
C -0.928 0.237 0.999
C -1.015 -0.776 1.866
N -1.993 -1.789 1.896
H -1.102 0.036 -1.802
H -0.379 1.557 -2.065
H 0.286 0.131 -2.883
H 0.795 -0.904 -0.781
H 2.377 1.537 -1.274
H 2.891 0.146 -0.596
H 0.371 1.878 0.374
H 1.205 0.748 1.243
H -1.789 0.807 0.657
H -0.105 -0.993 2.428
H -2.244 -2.048 0.955
H -1.661 -2.589 2.408
*
```

The calculation puts the gap between HOMO and LUMO at 9.0 eV. Its SMILES is C[C@@H](N)C/C=C/N. Its HOMO energy is -8.02 eV.

Relative energies, unit hartree: run one 0.0000; run two 0.1094; run three 0.0346; run four 0.0308

Run one
Here is C5H12N2 in the gas phase from OMol25. Energies are from the ωB97M-V functional and the def2-TZVPD basis.

```
! RIJCOSX wB97M-V def2-TZVPD def2/J DEFGRID3
* xyz 0 1
C -1.981 0.038 -0.034
C -1.526 -1.414 -0.058
N -0.886 0.934 0.381
H -1.255 1.853 0.608
H 0.278 0.588 1.254
H -2.804 0.170 0.673
H -2.320 0.340 -1.031
H -2.354 -2.063 -0.343
H -1.169 -1.728 0.925
H -0.723 -1.541 -0.783
C 2.216 -0.488 0.419
N 1.376 0.678 0.696
C 0.242 1.053 -0.554
C 0.365 1.244 -1.813
H 1.944 1.484 0.940
H 1.575 -1.358 0.281
H 2.911 -0.685 1.240
H 2.776 -0.328 -0.504
H 1.335 1.225 -2.296
*
```

The calculation puts the gap between HOMO and LUMO at 7.9 eV. Its HOMO energy is -7.02 eV.

Run two
Here is C5H12N2 in the gas phase from OMol25. Energies are from the ωB97M-V functional and the def2-TZVPD basis.

```
! RIJCOSX wB97M-V def2-TZVPD def2/J DEFGRID3
* xyz 0 1
N 2.241 0.109 2.591
C 1.801 0.596 1.305
C 0.502 0.620 1.054
C -0.110 1.056 -0.261
C 0.021 -0.030 -1.337
C -1.086 -1.078 -1.254
N -2.386 -0.593 -1.629
H 2.424 -0.875 2.718
H 1.746 0.504 3.360
H 2.528 0.965 0.598
H -0.226 0.100 1.666
H 0.410 1.989 -0.517
H -1.166 1.293 -0.120
H 0.059 0.490 -2.305
H 0.863 -0.697 -1.083
H -0.990 -1.470 -0.210
H -0.774 -1.972 -1.798
H -3.144 -1.268 -1.567
H -2.713 0.259 -1.211
*
```

The calculation puts the gap between HOMO and LUMO at 9.9 eV. Its SMILES is N/C=C/CCCN. Its HOMO energy is -8.79 eV.

Relative energies, unit hartree: run one 0.1196; run two 0.0000

Run one
Here is C4H7NO3 in the gas phase from OMol25. Energies are from the ωB97M-V functional and the def2-TZVPD basis.

```
! RIJCOSX wB97M-V def2-TZVPD def2/J DEFGRID3
* xyz 0 1
C 1.965 0.199 -0.657
N 0.540 0.341 -0.632
C -0.577 -0.052 -1.220
O -1.142 -0.277 -2.245
C -0.575 0.034 0.263
C -1.142 1.146 1.111
O -0.510 -1.147 1.019
O -0.407 -2.289 0.189
H 2.307 0.279 -1.687
H 2.259 -0.772 -0.251
H 2.411 0.991 -0.055
H -2.180 0.931 1.353
H -0.577 1.229 2.037
H -1.086 2.082 0.564
H -1.287 -2.694 0.211
*
```

The calculation puts the gap between HOMO and LUMO at 10.1 eV. Its SMILES is CN1C(=O)[C@@]1(C)OO. Its HOMO energy is -9.34 eV.

Run two
Here is C4H7NO3 in the gas phase from OMol25. Energies are from the ωB97M-V functional and the def2-TZVPD basis.

```
! RIJCOSX wB97M-V def2-TZVPD def2/J DEFGRID3
* xyz 0 1
C 0.990 -1.122 0.663
C 0.788 0.093 0.154
C 1.884 0.850 -0.464
C -0.595 0.632 0.048
O -0.962 1.791 0.035
N -1.541 -0.396 0.135
O -1.358 -1.505 -0.677
O -2.831 0.211 0.172
H 1.919 -1.478 0.893
H 0.102 -1.696 0.997
H 2.751 0.362 -0.187
H 1.735 1.139 -1.582
H 1.912 1.890 0.054
H -2.146 -1.991 -0.411
H -2.647 1.219 0.170
*
```

The calculation puts the gap between HOMO and LUMO (spin up / spin down) at 9.5 / 9.5 eV. Its SMILES is C=C(C)C(=O)N(O)O. Its HOMO energy (spin up / spin down) is -9.09 / -9.10 eV.

Relative energies, unit hartree: run one 0.0000; run two 0.0087